Entry 1:
Below is C23H38F3InNO16 as an isolated structure, with properties calculated with ωB97M-V/def2-TZVPD.

Summary:
gap between HOMO and LUMO	6.039	eV
net charge	-1

The geometry in XYZ format:
```
82
Properties=species:S:1:pos:R:3:lowdin_charge:R:1
N 4.46666 -2.93386 -1.22632 -0.203
In 4.00521 -5.00237 -1.48645 0.375
C 1.78574 -5.22079 -1.85628 -0.262
C 0.89938 -4.56985 -0.79658 -0.373
O 0.30283 -5.52551 0.08072 -0.042
C -0.28737 -3.79495 -1.40953 -0.667
F -1.32142 -3.72621 -0.56977 0.115
F -0.78591 -4.36655 -2.48166 0.153
F 0.06906 -2.56474 -1.69169 0.161
H 4.08956 -2.39533 -1.99826 -0.081
H 4.08090 -2.60147 -0.34423 -0.100
H 4.83634 -5.51193 -3.00959 -0.150
H 4.63591 -6.04986 -0.18985 -0.153
H 1.58834 -4.72347 -2.80574 0.031
H 1.44406 -6.25211 -1.99118 0.036
H 1.42861 -3.86155 -0.15400 0.130
H 0.71457 -6.37734 -0.10809 0.085
C 2.86329 2.83415 -1.51268 -0.022
C 3.01170 1.33246 -1.49536 -0.320
C 1.71690 0.56685 -1.59896 -0.094
O 2.05206 -0.66726 -0.95677 0.040
C 3.01985 -0.38955 -0.04817 -0.568
O 3.38946 -1.14234 0.79352 0.141
O 3.50300 0.86782 -0.22778 0.091
H 2.12259 3.16200 -0.78080 0.096
H 3.79740 3.30975 -1.25244 0.054
H 2.55667 3.18006 -2.50024 0.095
H 3.72258 1.01427 -2.26415 0.161
H 1.39768 0.39696 -2.62554 0.140
H 0.90270 1.03549 -1.03807 0.132
C -1.47448 -2.40269 3.65839 -0.011
C -1.55809 -1.00961 3.08629 -0.331
C -1.63648 -0.95619 1.58112 -0.090
O -1.09125 0.34514 1.30277 0.036
C -0.22028 0.62567 2.31118 -0.564
O 0.55322 1.52779 2.29866 0.162
O -0.35114 -0.26427 3.32566 0.094
H -0.68520 -2.97721 3.17156 0.097
H -1.23669 -2.36656 4.72157 0.088
H -2.42077 -2.92763 3.52685 0.092
H -2.38489 -0.45983 3.54898 0.150
H -2.65290 -1.04262 1.20113 0.128
H -1.00520 -1.70244 1.09348 0.134
C -3.69629 3.53550 0.15377 -0.015
C -4.25087 3.34079 1.54289 -0.327
C -3.96550 1.99122 2.14555 -0.101
O -5.04432 1.84887 3.08000 0.062
C -6.09198 2.56335 2.58655 -0.557
O -7.20245 2.50900 3.00421 0.164
O -5.69031 3.34487 1.54823 0.084
H -3.98374 2.71078 -0.50030 0.090
H -4.08896 4.44976 -0.29129 0.087
H -2.60836 3.59597 0.18179 0.094
H -3.91411 4.14836 2.19933 0.161
H -3.00272 1.94477 2.64898 0.134
H -4.03248 1.17848 1.41787 0.135
C 7.14977 6.95474 1.81480 -0.025
C 5.76471 6.45178 1.49120 -0.336
C 5.58130 4.96436 1.65870 -0.088
O 4.50644 4.69880 0.75134 0.061
C 4.57787 5.62625 -0.23593 -0.550
O 3.96004 5.57600 -1.25020 0.155
O 5.45548 6.61315 0.09587 0.084
H 7.90839 6.37430 1.28757 0.090
H 7.26459 7.99236 1.50106 0.086
H 7.34036 6.88816 2.88599 0.090
H 5.01741 7.01040 2.06275 0.158
H 5.31591 4.67358 2.67235 0.142
H 6.45246 4.39000 1.33481 0.143
C -3.90855 -2.32178 -2.11016 -0.017
C -5.33736 -2.74906 -2.33269 -0.332
C -5.61432 -4.19355 -2.00489 -0.093
O -6.74671 -4.47328 -2.84111 0.059
C -6.65297 -3.65486 -3.92255 -0.559
O -7.31603 -3.75433 -4.90366 0.160
O -5.69665 -2.70926 -3.72543 0.085
H -3.21394 -3.00678 -2.59725 0.083
H -3.73159 -1.33276 -2.53435 0.091
H -3.67708 -2.29465 -1.04561 0.078
H -6.01979 -2.08156 -1.79691 0.157
H -5.85390 -4.35860 -0.95692 0.139
H -4.79800 -4.85744 -2.29797 0.143
```

Entry 2:
Below is a 7-piece molecular cluster, C10H35N9O8 overall, with properties calculated with ωB97M-V/def2-TZVPD.

Summary:
gap between HOMO and LUMO	9.434	eV
relative energy (zero: lowest compared OMol25 entry of this formula, charge and spin)	23.3	kcal/mol
structure (SMILES)	COCCNCCOC.NC(N)=O.NC(N)=O.NC(N)=O.NC(N)=O.O.O
net charge	0

The geometry in XYZ format:
```
62
Properties=species:S:1:pos:R:3:lowdin_charge:R:1
C -0.70101 -10.88035 14.96212 -0.574
O -0.77849 -9.88828 15.73897 -0.037
N -0.67918 -12.18716 15.45264 0.150
N -0.61639 -10.75503 13.59449 0.173
H -0.36665 -12.12845 16.43957 0.121
H -0.41863 -12.98254 14.91605 0.087
H -0.53388 -9.78250 13.31505 0.106
H -1.06068 -11.36869 12.91596 0.085
C -7.95680 -6.15387 14.21658 -0.630
O -8.95359 -5.83691 14.86170 0.017
N -7.95405 -6.63355 12.90728 0.151
N -6.65922 -6.07544 14.72581 0.119
H -8.82458 -6.43588 12.41915 0.105
H -7.05409 -6.64083 12.41691 0.072
H -6.14079 -6.85158 14.28101 0.049
H -6.61005 -6.24621 15.72110 0.108
C -4.33083 -8.57430 14.41260 -0.609
O -5.23409 -8.55785 13.56187 -0.021
N -4.10717 -9.57051 15.33056 0.215
N -3.60161 -7.42083 14.57426 0.196
H -3.38428 -9.54644 16.00250 0.068
H -4.58762 -10.41089 15.21309 0.043
H -2.79164 -7.44800 15.16576 0.081
H -3.89454 -6.69496 13.99606 0.030
C -4.64115 -4.51196 12.07150 -0.757
O -5.39153 -5.30303 11.58400 0.046
N -4.11962 -3.46114 11.41681 0.170
N -4.35453 -4.67751 13.33198 0.166
H -3.31240 -2.98456 11.72244 0.083
H -4.23323 -3.49559 10.39296 0.126
H -5.12308 -5.12310 13.78157 0.052
H -3.75866 -4.09809 13.88943 0.117
C -2.98075 -8.05675 11.36977 -0.124
O -2.78962 -9.43734 11.45464 -0.212
C -3.83518 -10.26259 11.02998 -0.219
C -3.40021 -11.72570 11.26446 -0.188
N -3.51818 -12.14006 12.65880 -0.059
C -4.81303 -12.80934 12.88526 -0.200
C -5.03314 -13.37909 14.28395 -0.217
O -4.99180 -12.38766 15.27144 -0.244
C -4.97193 -12.80448 16.59082 -0.106
H -2.79342 -7.76969 10.30991 0.099
H -2.24730 -7.54762 11.99393 0.077
H -3.96363 -7.69234 11.77236 0.077
H -4.15309 -10.02074 9.98356 0.132
H -4.75942 -10.06411 11.62738 0.116
H -2.39667 -11.82059 10.92139 0.095
H -4.02729 -12.43451 10.73282 0.110
H -3.44232 -11.40059 13.32830 0.070
H -4.74836 -13.73747 12.27884 0.123
H -5.67393 -12.23603 12.51710 0.126
H -4.22759 -14.09099 14.49068 0.122
H -6.00369 -13.88229 14.31562 0.127
H -4.87833 -11.88787 17.11288 0.073
H -4.18570 -13.56434 16.73045 0.094
H -5.97660 -13.29691 16.82498 0.114
O -1.46858 -5.33286 16.55103 -0.048
H -0.71894 -4.86150 16.23214 0.013
H -1.19145 -6.25227 16.52507 -0.003
O -1.60127 -8.30173 17.51082 -0.089
H -1.74553 -8.71347 18.41999 0.085
H -1.07023 -8.94149 17.04647 -0.050
```

Entry 3:
Below is a 2-piece molecular cluster, C3H7N3O overall, with properties calculated with ωB97M-V/def2-TZVPD.

Summary:
gap between HOMO and LUMO (alpha / beta)	9.836 / 9.836	eV
relative energy (zero: lowest compared OMol25 entry of this formula, charge and spin)	101.5	kcal/mol
structure (SMILES)	C/N=C\N.N#CO
net charge	0

The geometry in XYZ format:
```
14
Properties=species:S:1:pos:R:3:lowdin_charge:R:1
C 0.19247 -1.45815 -0.27347 -0.096
N 0.90246 0.94698 -1.59720 0.063
C 0.01509 0.92383 -0.59974 -0.262
N -0.34000 -0.14789 0.05876 -0.077
H 0.94942 0.54559 -2.51872 0.097
H 1.80631 1.38823 -1.53927 0.096
H -0.56266 1.82536 -0.45011 0.123
H 0.00700 -1.72933 -1.31507 0.080
H 1.26659 -1.52457 -0.06495 0.090
H -0.28271 -2.17814 0.38968 0.074
O -1.62318 -0.30621 2.00065 0.001
C -0.43447 0.28482 2.06718 -0.469
N 0.19451 1.17566 2.53623 0.132
H -2.09082 0.25384 1.30602 0.148
```

In eV/A, the largest force on an atom values for the records above are, in order, 2.2 3.5 4.4.
In a.u., the energy values for the records above are, in order, -2647.61328 -1496.85007 -357.88805.